Computed, not measured: a molecular structure, C14H13AuBrNO3, with ωB97M-V/def2-TZVPD.

Geometry as XYZ:
```
33
Properties=species:S:1:pos:R:3:forces:R:3
Au 2.262 -0.570 -1.740 0.05 -0.14 0.25
C 2.059 2.560 3.165 1.20 -0.97 -1.42
O 0.698 2.126 3.043 1.40 1.18 -0.15
C 0.537 1.108 2.193 -2.06 -2.18 -0.66
C -0.787 0.534 2.190 1.54 0.73 1.29
C -0.970 -0.726 1.689 -0.79 1.10 -0.07
C 0.004 -1.319 0.944 1.78 -1.65 -1.12
C -0.434 -2.525 0.156 -0.49 -0.30 -1.24
C 0.541 -3.695 -0.058 0.36 -0.75 1.45
O -1.552 -2.543 -0.402 1.79 -0.07 1.27
C 1.343 -0.755 0.846 -3.49 -0.02 0.06
O 2.262 -1.319 0.129 1.54 -0.87 -0.73
C 1.527 0.483 1.435 1.35 1.40 0.98
H 2.133 3.441 3.754 -0.40 0.67 0.49
H 2.579 2.742 2.169 -1.05 0.15 0.98
H 2.697 1.773 3.608 -0.52 0.16 0.12
H -1.510 1.014 2.826 -0.24 0.06 0.08
H -1.897 -1.265 1.829 -0.20 0.22 -0.15
H 0.020 -4.658 -0.338 0.32 1.20 0.44
H 1.180 -3.839 0.901 -1.07 0.15 -1.64
H 1.258 -3.473 -0.856 -0.15 0.20 0.13
H 2.535 0.935 1.349 -0.75 -0.52 0.05
Br 1.657 0.408 -3.838 -1.44 0.00 0.29
C -0.260 0.698 -3.098 -0.54 1.78 0.40
C -0.996 -0.295 -2.420 1.23 0.32 -1.27
C -2.244 0.113 -1.989 -1.96 1.41 -0.54
C -2.670 1.464 -2.172 -0.27 0.36 -0.92
C -1.811 2.379 -2.859 -0.85 -2.95 1.45
N -0.631 1.968 -3.281 1.46 -1.75 -0.33
H -0.656 -1.331 -2.382 -0.19 0.40 0.16
H -3.040 -0.605 -1.713 1.05 0.28 0.36
H -3.743 1.804 -1.985 1.72 -0.71 0.09
H -2.089 3.366 -3.094 -0.33 1.11 -0.13
```
Positions in Å, forces in eV/Å.

Summary:
Calculated total energy = -96093.6599 eV
HOMO-LUMO gap = 7.40 eV
Highest occupied orbital energy = -7.62 eV

***

Computed, not measured: a gas-phase ion, C7H11N2 (charge +1), with ωB97M-V/def2-TZVPD.

Geometry as XYZ:
```
20
Properties=species:S:1:pos:R:3:forces:R:3
C -1.487 1.335 0.265 -3.59 0.40 0.18
C -0.134 0.920 0.030 0.45 0.40 0.44
C -2.727 0.815 0.061 0.37 0.74 0.70
C 2.707 0.158 -0.849 0.89 -1.93 0.94
C 2.601 0.006 0.671 -2.89 3.77 -1.55
C 1.561 -0.648 -0.218 1.04 0.80 -0.17
C -2.446 -1.549 -0.211 -1.24 0.46 -1.51
N -3.092 -0.459 -0.379 -1.69 -0.28 -0.22
N 0.232 -0.269 -0.171 -1.93 -0.09 0.12
H -1.848 2.286 0.701 1.99 0.13 -0.25
H 0.618 1.664 0.173 0.30 0.98 -0.05
H -3.625 1.427 0.299 0.88 -0.54 -0.25
H 2.562 1.124 -1.309 -0.25 -0.05 0.03
H 3.462 -0.524 -1.322 -0.80 1.01 0.31
H 3.249 -0.554 1.246 1.23 -1.01 1.00
H 2.105 0.971 1.125 1.54 -2.13 -0.37
H 1.540 -1.685 -0.303 0.91 -1.60 -0.34
H -2.725 -2.429 -0.717 -0.95 -0.95 -0.28
H -4.083 -0.453 -0.742 1.53 -0.53 -0.02
H -1.551 -1.568 0.280 2.22 0.41 1.31
```
Positions in Å, forces in eV/Å.

Summary:
Calculated total energy = -10407.1271 eV
SMILES = C=[NH+]/C=C\C=N\C1CC1
Charge = +1
Energy above the lowest of the compared OMol25 structures with the same formula, charge and spin = 443.0 kJ/mol
HOMO-LUMO gap (alpha / beta) = 7.76 / 7.76 eV
Highest occupied orbital energy (alpha / beta) = -13.09 / -13.09 eV

***

> The lowest calculated total energy belongs to which entry?

C14H13AuBrNO3

***

> Which formula does entry 2 have?

C7H11N2

***

> Which of these has the lowest calculated total energy?

C14H13AuBrNO3

***

> What is the formula in the first record?

C14H13AuBrNO3